No. 1
# C31H42F7N4O23

A cluster of 8 separate species, C31H42F7N4O23 in total in a non-equilibrium geometry (the ωB97M-V functional and the def2-TZVPD basis, OMol25).

Last column: Löwdin charge in e.
Cartesian coordinates (Å):
C (-3.2599, -2.4309, -2.0474)  0.00
C (-2.6155, -3.6393, -1.2092)  -0.39
O (-3.3595, -4.5838, -0.8995)  0.09
N (-1.1816, -3.6178, -0.7814)  -0.09
C (-0.4224, -4.0292, -2.0124)  -0.04
C (-0.8053, -2.2753, -0.2874)  -0.26
C (-1.7021, -1.8512, 1.0041)  -0.11
N (-1.3288, -0.5265, 1.5664)  -0.05
C (0.1197, -0.4235, 1.8784)  -0.12
C (0.8990, -0.6869, 0.4763)  -0.23
C (2.4571, -0.3249, 0.5250)  -0.10
C (2.7238, 0.9127, -0.4896)  -0.08
C (2.3857, 0.5620, -1.9973)  -0.38
N (3.4798, 0.0927, -2.9004)  0.07
O (1.2490, 0.6816, -2.5240)  0.03
N (0.6207, -2.1498, 0.1597)  0.13
H (-3.5338, -1.5624, -1.3681)  0.08
H (-4.1575, -2.7442, -2.6611)  0.09
H (-2.4517, -2.0319, -2.7628)  0.09
H (0.4693, -3.3731, -2.2665)  0.09
H (-0.1869, -5.1361, -1.9234)  0.11
H (-1.1407, -3.9378, -2.9107)  0.10
H (-0.9479, -1.4877, -1.1179)  0.16
H (-2.8137, -1.7981, 0.7614)  0.14
H (-1.5841, -2.7051, 1.7641)  0.14
H (-1.6445, 0.2509, 0.9705)  0.09
H (0.4205, 0.6016, 2.2720)  0.13
H (0.4089, -1.2808, 2.5851)  0.14
H (0.3781, -0.0002, -0.2780)  0.13
H (2.6605, 0.1123, 1.5663)  0.12
H (3.1060, -1.2270, 0.3027)  0.11
H (3.8512, 1.1298, -0.4410)  0.13
H (2.1947, 1.8599, -0.1584)  0.13
H (3.4611, 0.7186, -3.7299)  0.10
H (3.1375, -0.8090, -3.2675)  0.08
H (1.3240, -2.4244, -0.5435)  0.16
H (0.8346, -2.6912, 1.0203)  0.19
C (-4.3167, -2.6465, -6.8958)  -0.06
C (-4.0350, -2.2289, -5.4871)  -0.32
O (-3.0747, -3.1769, -5.0565)  0.10
C (-2.4006, -3.5464, -6.1826)  -0.53
O (-1.3533, -4.1197, -6.1769)  0.17
O (-3.0634, -3.1756, -7.3112)  0.09
F (-5.1400, -2.3507, -4.7125)  0.07
H (-5.0800, -3.4268, -6.9594)  0.15
H (-4.6178, -1.8093, -7.5263)  0.15
H (-3.6247, -1.2196, -5.3901)  0.18
C (-2.5491, 3.3369, -1.4451)  -0.05
C (-1.4487, 2.3574, -1.1902)  -0.32
O (-2.1065, 1.1095, -1.2648)  0.10
C (-3.1491, 1.2974, -2.1272)  -0.51
O (-3.7565, 0.4042, -2.6374)  0.16
O (-3.3987, 2.6159, -2.3341)  0.11
F (-0.9443, 2.5053, 0.0612)  0.07
H (-3.1044, 3.5921, -0.5391)  0.13
H (-2.1890, 4.2572, -1.9059)  0.15
H (-0.6370, 2.3895, -1.9225)  0.16
C (6.9392, 0.8749, 2.5429)  -0.05
C (5.7068, 1.0236, 3.3769)  -0.31
O (4.7387, 0.2886, 2.6507)  0.11
C (5.4348, -0.6814, 1.9948)  -0.53
O (4.9344, -1.6512, 1.4994)  0.14
O (6.7673, -0.4201, 1.9765)  0.08
F (5.3113, 2.3165, 3.4374)  0.08
H (6.9990, 1.6163, 1.7416)  0.15
H (7.8525, 0.9262, 3.1361)  0.15
H (5.7950, 0.6164, 4.3878)  0.18
C (0.5796, 3.6473, 4.0703)  -0.06
C (1.5920, 4.1429, 3.0859)  -0.31
O (0.8337, 4.3174, 1.9055)  0.13
C (-0.4307, 4.6052, 2.3244)  -0.54
O (-1.2790, 5.0737, 1.6254)  0.16
O (-0.6073, 4.2998, 3.6387)  0.09
F (2.5459, 3.2062, 2.8525)  0.06
H (0.4372, 2.5640, 4.0192)  0.14
H (0.8271, 3.9201, 5.0966)  0.15
H (2.0634, 5.0898, 3.3631)  0.18
C (-4.0567, -3.5202, 3.6281)  -0.07
C (-5.4850, -3.2302, 3.9686)  -0.32
O (-5.3814, -2.3951, 5.1042)  0.15
C (-4.1977, -1.7365, 4.9677)  -0.53
O (-3.8966, -0.7620, 5.5863)  0.18
O (-3.3988, -2.3234, 4.0301)  0.05
F (-6.1401, -4.3601, 4.3217)  0.09
H (-3.6516, -4.3644, 4.1927)  0.15
H (-3.9126, -3.7094, 2.5630)  0.13
H (-6.0395, -2.7121, 3.1809)  0.18
C (-4.5525, 6.4429, 0.7519)  -0.06
C (-5.7860, 6.6245, 1.5793)  -0.32
O (-6.7783, 5.9500, 0.8303)  0.15
C (-6.1219, 4.9660, 0.1568)  -0.53
O (-6.6572, 4.0344, -0.3621)  0.18
O (-4.7735, 5.1708, 0.1540)  0.05
F (-6.1251, 7.9321, 1.6672)  0.08
H (-4.4545, 7.2000, -0.0308)  0.15
H (-3.6427, 6.4411, 1.3538)  0.13
H (-5.7241, 6.1905, 2.5813)  0.18
C (8.1436, -1.7715, -1.0261)  -0.07
C (8.9881, -2.9293, -1.4572)  -0.32
O (10.3015, -2.4134, -1.3862)  0.15
C (10.2689, -1.4641, -0.4096)  -0.53
O (11.2373, -1.0059, 0.1136)  0.18
O (8.9900, -1.1066, -0.0976)  0.06
F (8.7267, -3.2715, -2.7416)  0.08
H (7.9053, -1.0935, -1.8505)  0.15
H (7.2131, -2.0878, -0.5519)  0.13
H (8.9048, -3.8110, -0.8153)  0.18

Calculated total energy, a.u.: -3854.8466
Net charge: +1
HOMO-LUMO gap, Ha: 0.35437

=====

No. 2
# C31H42N2O2

A cluster of 2 separate species, C31H42N2O2 in total in a non-equilibrium geometry (the ωB97M-V functional and the def2-TZVPD basis, OMol25).

Last column: Löwdin charge in e.
Cartesian coordinates (Å):
C (3.2402, -3.1673, 1.1640)  -0.09
C (2.4902, -2.0328, 0.4718)  -0.55
C (2.8994, -2.0277, -1.0012)  -0.05
C (0.9927, -2.3219, 0.5978)  -0.05
C (2.8061, -0.6758, 1.1309)  -0.10
C (2.2377, 0.5539, 0.5794)  -0.28
O (1.5692, 0.4579, -0.5030)  -0.17
C (2.5064, 1.8187, 1.2819)  -0.09
C (1.8972, 3.1661, 0.8306)  -0.55
C (2.4254, 4.3279, 1.6789)  -0.09
C (0.3855, 3.1489, 1.0381)  -0.05
C (2.2486, 3.4778, -0.6224)  -0.05
C (3.3113, 1.7853, 2.4115)  -0.08
C (3.8523, 0.5989, 2.8908)  -0.13
C (3.6112, -0.6110, 2.2550)  -0.08
H (2.9396, -3.2557, 2.2137)  0.08
H (3.0137, -4.1207, 0.6759)  0.08
H (4.3233, -3.0121, 1.1076)  0.09
H (2.3566, -1.2481, -1.5414)  0.06
H (3.9747, -1.8333, -1.0864)  0.09
H (2.6862, -3.0039, -1.4537)  0.08
H (0.4111, -1.5105, 0.1531)  0.05
H (0.7363, -3.2674, 0.1015)  0.08
H (0.7120, -2.4034, 1.6558)  0.08
H (3.5163, 4.4102, 1.6061)  0.09
H (1.9930, 5.2704, 1.3229)  0.08
H (2.1370, 4.2139, 2.7309)  0.08
H (-0.0886, 2.3096, 0.5227)  0.05
H (0.1645, 3.0401, 2.1077)  0.09
H (-0.0598, 4.0900, 0.6857)  0.08
H (1.8779, 2.7037, -1.2969)  0.06
H (1.8116, 4.4444, -0.9071)  0.08
H (3.3377, 3.5456, -0.7277)  0.09
H (3.5602, 2.7030, 2.9498)  0.09
H (4.4870, 0.6222, 3.7747)  0.08
H (4.0877, -1.5058, 2.6612)  0.09
C (-2.5862, -2.3411, -2.1683)  0.01
N (-3.0084, -2.1707, -0.7890)  -0.02
C (-2.7336, -1.1480, 0.0665)  -0.06
C (-1.7744, -0.0804, -0.2185)  -0.29
C (-1.5130, 0.2468, -1.6047)  -0.05
C (-0.3092, 0.6959, -2.0423)  0.04
C (-0.0336, 0.7021, -3.4718)  -0.18
C (1.2804, 0.7834, -4.0022)  0.00
C (1.4944, 0.7945, -5.3831)  -0.07
C (0.4035, 0.7574, -6.2726)  -0.08
C (-0.9013, 0.6734, -5.7656)  -0.09
C (-1.1080, 0.6252, -4.3935)  -0.04
O (-1.1509, 0.5130, 0.6995)  0.03
N (-3.3553, -1.4507, 1.2436)  0.09
C (-3.4056, -0.6126, 2.4813)  -0.53
C (-4.3715, -1.2327, 3.4746)  -0.06
C (-3.8874, 0.7813, 2.1141)  -0.01
C (-2.0272, -0.5939, 3.1220)  -0.01
C (-3.9680, -2.6773, 1.1178)  0.00
C (-3.7808, -3.1112, -0.1460)  0.00
H (-2.8759, -3.3528, -2.4678)  0.10
H (-3.0967, -1.6406, -2.8406)  0.10
H (-1.4979, -2.2415, -2.2810)  0.12
H (-2.4007, 0.1985, -2.2317)  0.09
H (0.4042, 1.1282, -1.3447)  0.06
H (2.1093, 0.8277, -3.2924)  0.12
H (2.5161, 0.8473, -5.7731)  0.11
H (0.5778, 0.7956, -7.3472)  0.10
H (-1.7629, 0.6595, -6.4396)  0.10
H (-2.1264, 0.5624, -4.0119)  0.09
H (-4.0212, -2.2116, 3.8298)  0.09
H (-4.4273, -0.5693, 4.3488)  0.10
H (-5.3860, -1.3245, 3.0635)  0.09
H (-3.1622, 1.3098, 1.4965)  0.08
H (-4.8476, 0.7245, 1.5920)  0.10
H (-4.0280, 1.3574, 3.0348)  0.10
H (-1.3022, -0.1116, 2.4656)  0.07
H (-2.0706, -0.0192, 4.0547)  0.10
H (-1.6943, -1.6151, 3.3447)  0.10
H (-4.4996, -3.1639, 1.9185)  0.13
H (-4.1229, -4.0064, -0.6410)  0.14

Calculated total energy, a.u.: -1466.3317
ΔE to the lowest compared entry with this formula, charge and spin, kJ/mol: 13.4
Net charge: 0
HOMO-LUMO gap, Ha: 0.14627